No. 1
# C5H15N2O

2 unconnected molecules or ions with the total composition C5H15N2O in a non-equilibrium geometry (ωB97M-V/def2-TZVPD, the Open Molecules 2025 dataset).

Properties
HOMO energy in eV: -11.70
Multiplicity: 1
Energy relative to the best compared isomer or geometry (same formula, charge and spin) in kcal/mol: 63.3
Kohn-Sham gap in eV: 8.510
Total charge: +1

Cartesian coordinates (Å):
C1 1.966 0.912 1.599
C2 1.098 -0.144 0.821
C3 -0.202 -0.325 1.700
C4 -1.363 -0.609 0.860
C5 -1.279 -1.706 0.057
N1 -2.243 -1.863 -0.929
N2 0.905 0.403 -0.582
H1 1.341 1.774 1.735
H2 2.865 1.341 1.235
H3 2.222 0.528 2.528
H4 1.529 -1.191 0.643
H5 -0.424 0.650 2.153
H6 -0.006 -1.015 2.600
H7 -2.108 0.007 0.885
H8 -0.484 -2.469 0.252
H9 -3.150 -1.323 -0.742
H10 -2.374 -2.786 -1.214
H11 0.007 0.166 -0.980
H12 1.798 0.009 -1.147
H13 1.191 1.439 -0.634
H14 -0.104 2.961 -2.725
H15 1.396 2.649 -2.857
O1 0.543 2.339 -2.671

***

No. 2
# C5H15N2OS

2 unconnected molecules or ions with the total composition C5H15N2OS in a non-equilibrium geometry (ωB97M-V/def2-TZVPD, the Open Molecules 2025 dataset).

Properties
HOMO energy in eV: -2.72
Multiplicity: 1
Energy relative to the best compared isomer or geometry (same formula, charge and spin) in kcal/mol: 58.7
Kohn-Sham gap in eV: 6.332
Total charge: -1

Cartesian coordinates (Å):
C1 0.628 2.321 -0.331
C2 0.868 1.718 -1.683
S1 2.007 0.247 -1.632
C3 0.757 1.310 0.895
N1 -0.290 0.200 0.818
C4 0.171 -1.223 0.981
C5 -0.568 -2.263 -0.085
N2 0.313 -2.959 -0.912
H1 1.336 3.181 -0.193
H2 -0.388 2.638 -0.274
H3 1.417 2.361 -2.411
H4 -0.147 1.191 -2.004
H5 1.605 0.792 1.055
H6 0.540 2.067 1.620
H7 -0.707 0.214 -0.125
H8 1.247 -1.493 0.699
H9 -0.024 -1.338 1.963
H10 -1.305 -1.742 -0.723
H11 -1.093 -2.886 0.611
H12 1.017 -3.531 -0.557
H13 0.914 -2.233 -1.506
H14 -3.288 1.080 1.338
H15 -2.044 0.190 1.277
O1 -2.967 0.158 1.181

***

No. 3
# C5H15N2S

2 unconnected molecules or ions with the total composition C5H15N2S in a non-equilibrium geometry (ωB97M-V/def2-TZVPD, the Open Molecules 2025 dataset).

Properties
HOMO energy (spin up / spin down) in eV: -3.21 / -9.88
Multiplicity: 2
Energy relative to the best compared isomer or geometry (same formula, charge and spin) in kcal/mol: 70.5
Kohn-Sham gap (spin up / spin down) in eV: 3.764 / 10.418

Cartesian coordinates (Å):
C1 -1.656 1.696 -2.096
C2 -0.931 0.499 -1.628
C3 -0.394 -0.427 -2.405
N1 0.573 -1.425 -1.816
H1 -1.757 1.747 -3.218
H2 -2.727 1.694 -1.663
H3 -1.192 2.615 -1.675
H4 -0.677 0.551 -0.568
H5 -0.614 -0.578 -3.452
H6 0.286 -1.543 -0.839
H7 0.453 -2.283 -2.314
H8 1.565 -1.148 -1.916
C4 1.312 0.684 1.251
C5 0.027 0.182 1.965
S1 -0.443 -1.552 1.266
N2 1.714 1.901 1.997
H9 2.043 -0.099 1.248
H10 1.147 1.018 0.151
H11 0.206 0.033 3.045
H12 -0.842 0.835 1.784
H13 -1.574 -1.031 0.805
H14 2.019 1.574 2.917
H15 2.586 2.304 1.649

***

No. 4
# C5H15N3

A molecular structure, C5H15N3 in a non-equilibrium geometry (ωB97M-V/def2-TZVPD, the Open Molecules 2025 dataset).

Properties
HOMO energy in eV: -8.73
Multiplicity: 1
Energy relative to the best compared isomer or geometry (same formula, charge and spin) in kcal/mol: 94.7
Kohn-Sham gap in eV: 9.754

Cartesian coordinates (Å):
N1 -0.936 3.079 -1.316
C1 -1.829 1.921 -1.135
C2 -0.983 0.659 -1.099
N2 -0.218 0.729 0.135
C3 1.218 -1.660 -0.823
C4 0.424 -1.048 0.316
C5 1.059 -1.090 1.694
N3 1.240 -2.469 2.151
H1 -0.238 3.023 -0.577
H2 -1.423 3.948 -1.117
H3 -2.389 1.987 -0.193
H4 -2.555 1.886 -1.948
H5 -1.653 -0.213 -1.172
H6 -0.385 0.633 -2.022
H7 0.706 0.217 0.048
H8 0.670 -1.572 -1.761
H9 1.420 -2.705 -0.605
H10 2.165 -1.128 -0.949
H11 -0.587 -1.441 0.332
H12 2.054 -0.632 1.659
H13 0.412 -0.496 2.342
H14 1.578 -2.503 3.108
H15 0.362 -2.969 2.089

***

No. 5
# C5H15N3

2 unconnected molecules or ions with the total composition C5H15N3 in a non-equilibrium geometry (ωB97M-V/def2-TZVPD, the Open Molecules 2025 dataset).

Properties
HOMO energy (spin up / spin down) in eV: -6.16 / -6.53
Multiplicity: 1
Energy relative to the best compared isomer or geometry (same formula, charge and spin) in kcal/mol: 144.3
Kohn-Sham gap (spin up / spin down) in eV: 6.975 / 7.322

Cartesian coordinates (Å):
C1 -2.158 0.861 -0.911
C2 -1.524 -1.376 -0.142
C3 -1.304 0.514 1.417
C4 2.637 0.512 0.677
C5 -1.355 0.036 0.011
N1 2.485 -1.306 -0.863
N2 0.730 0.434 -0.836
N3 1.893 -0.077 -0.372
H1 -3.103 1.024 -0.540
H2 -1.784 1.937 -1.039
H3 -2.064 0.463 -1.876
H4 -1.019 -1.873 0.686
H5 -1.236 -1.643 -1.098
H6 -2.610 -1.787 -0.019
H7 -2.317 0.186 1.860
H8 -0.623 0.059 2.141
H9 -1.133 1.566 1.259
H10 1.934 1.207 1.216
H11 2.936 -0.276 1.354
H12 3.504 0.897 0.225
H13 1.822 -1.753 -1.418
H14 2.686 -1.914 0.001
H15 0.396 0.079 -1.764

***

No. 6
# C5H15N3

A gas-phase ion, C5H15N3 (charge +1) in a non-equilibrium geometry (ωB97M-V/def2-TZVPD, the Open Molecules 2025 dataset).

Properties
HOMO energy (spin up / spin down) in eV: -12.73 / -12.53
Multiplicity: 2
Energy relative to the best compared isomer or geometry (same formula, charge and spin) in kcal/mol: 39.0
Kohn-Sham gap (spin up / spin down) in eV: 9.598 / 4.730
Total charge: +1

Cartesian coordinates (Å):
N1 0.885 -0.168 -3.334
C1 0.992 0.866 -2.364
C2 -0.401 1.232 -1.619
N2 -0.507 1.182 -0.194
C3 0.526 0.611 0.627
C4 0.038 -0.059 1.883
N3 -0.150 -1.443 1.713
C5 -0.876 -2.102 2.822
H1 0.457 0.125 -4.206
H2 0.236 -0.905 -3.076
H3 1.692 0.607 -1.571
H4 1.326 1.807 -2.781
H5 -1.096 0.480 -1.994
H6 -0.766 2.178 -2.006
H7 -0.866 2.044 0.205
H8 1.278 1.397 0.850
H9 1.236 0.038 0.032
H10 0.621 0.122 2.785
H11 -0.871 0.489 2.209
H12 -0.605 -1.640 0.842
H13 -1.642 -2.764 2.428
H14 -0.131 -2.737 3.301
H15 -1.376 -1.361 3.446

***

No. 7
# C5H15N3O

3 unconnected molecules or ions with the total composition C5H15N3O in a non-equilibrium geometry (ωB97M-V/def2-TZVPD, the Open Molecules 2025 dataset).

Properties
SMILES: [H]/N=N\C.CC(C)=N.CO
HOMO energy in eV: -8.34
Multiplicity: 1
Energy relative to the best compared isomer or geometry (same formula, charge and spin) in kcal/mol: 89.3
Kohn-Sham gap in eV: 9.244

Cartesian coordinates (Å):
H1 2.093 -1.811 1.806
N1 1.467 -0.995 2.027
N2 0.555 -0.777 1.271
C1 0.112 -1.855 0.225
H2 -0.625 -2.443 0.777
H3 -0.296 -1.494 -0.713
H4 0.989 -2.470 -0.013
C2 -2.807 0.350 0.151
C3 -1.467 0.899 -0.245
C4 -1.183 0.992 -1.714
N3 -0.632 1.425 0.551
H5 -2.912 -0.671 -0.220
H6 -3.602 0.945 -0.305
H7 -2.937 0.347 1.234
H8 -1.712 0.221 -2.267
H9 -1.496 1.971 -2.075
H10 -0.116 0.899 -1.893
H11 -0.865 1.368 1.541
C5 2.949 0.399 -0.034
O1 1.620 0.544 -0.363
H12 3.429 -0.234 -0.790
H13 3.487 1.357 -0.018
H14 3.078 -0.103 0.946
H15 0.870 1.137 0.120

***

No. 8
# C5H15N4O

2 unconnected molecules or ions with the total composition C5H15N4O in a non-equilibrium geometry (ωB97M-V/def2-TZVPD, the Open Molecules 2025 dataset).

Properties
HOMO energy in eV: -13.40
Multiplicity: 1
Energy relative to the best compared isomer or geometry (same formula, charge and spin) in kcal/mol: 17.8
Kohn-Sham gap in eV: 10.497
Total charge: +1

Cartesian coordinates (Å):
C1 -0.778 1.431 0.869
C2 -0.232 1.216 2.317
C3 0.368 1.855 -0.045
O1 1.518 1.484 0.101
N1 0.009 2.406 -1.283
H1 -1.352 0.630 0.437
H2 -1.380 2.327 1.038
H3 0.841 1.422 2.281
H4 0.668 2.992 -1.759
H5 -0.888 2.861 -1.269
H6 -0.175 0.171 2.628
H7 -0.791 1.859 2.980
C4 1.789 -2.038 0.043
C5 -0.388 -1.442 -0.964
N2 0.923 -1.474 -0.983
N3 -1.145 -1.938 0.031
N4 -1.079 -0.914 -1.986
H8 1.362 -0.858 -1.652
H9 -0.649 -2.445 0.743
H10 -1.920 -1.418 0.392
H11 -0.659 -0.356 -2.715
H12 -2.009 -1.232 -2.199
H13 1.324 -2.876 0.562
H14 1.931 -1.324 0.860
H15 2.712 -2.340 -0.425

***

No. 9
# C5H15N4O

2 unconnected molecules or ions with the total composition C5H15N4O in a non-equilibrium geometry (ωB97M-V/def2-TZVPD, the Open Molecules 2025 dataset).

Properties
HOMO energy (spin up / spin down) in eV: -7.92 / -13.84
Multiplicity: 3
Kohn-Sham gap (spin up / spin down) in eV: 5.501 / 8.137
Total charge: +1

Cartesian coordinates (Å):
C1 -2.631 1.091 -0.960
C2 -0.482 -1.262 2.264
C3 1.690 1.313 -0.289
C4 2.234 -0.657 -1.725
C5 0.989 -0.973 0.292
N1 -3.751 1.648 -0.525
N2 0.881 -2.224 0.269
N3 0.154 -0.311 1.333
N4 1.691 -0.121 -0.487
O1 -1.654 0.868 -0.260
H1 -1.123 -0.717 2.953
H2 -1.065 -1.978 1.692
H3 0.277 -1.812 2.815
H4 1.957 1.571 0.739
H5 2.452 1.755 -0.931
H6 0.725 1.762 -0.542
H7 2.964 -1.442 -1.519
H8 1.437 -1.067 -2.350
H9 2.731 0.135 -2.275
H10 -4.528 1.824 -1.140
H11 -3.847 1.905 0.447
H12 -2.624 0.851 -2.032
H13 1.406 -2.740 -0.421
H14 0.712 0.374 1.849
H15 -0.597 0.207 0.807

***

No. 10
# C5H15N5

3 unconnected molecules or ions with the total composition C5H15N5 in a non-equilibrium geometry (ωB97M-V/def2-TZVPD, the Open Molecules 2025 dataset).

Properties
HOMO energy (spin up / spin down) in eV: -13.91 / -14.52
Multiplicity: 1
Energy relative to the best compared isomer or geometry (same formula, charge and spin) in kcal/mol: 78.1
Kohn-Sham gap (spin up / spin down) in eV: 4.695 / 5.309
Total charge: +2

Cartesian coordinates (Å):
C1 0.646 1.134 1.020
C2 -0.648 1.502 1.093
C3 1.064 0.806 2.327
C4 1.694 1.768 0.057
C5 -3.127 1.811 2.922
N1 -1.633 2.090 0.514
N2 2.277 0.946 2.782
N3 1.441 -6.487 -7.118
N4 -2.011 0.929 3.066
N5 0.550 -5.821 -6.544
H1 0.310 0.494 2.999
H2 2.493 1.104 -0.477
H3 2.202 2.541 0.657
H4 1.072 2.242 -0.722
H5 -3.573 1.712 3.928
H6 -2.840 2.849 2.703
H7 -3.816 1.460 2.141
H8 -1.655 3.002 -0.008
H9 -2.558 2.114 0.911
H10 3.167 1.198 2.315
H11 2.485 1.026 3.807
H12 2.388 -6.135 -7.381
H13 1.374 -7.424 -7.322
H14 -2.106 -0.019 2.765
H15 0.805 -4.841 -6.435

***

No. 11
# C5H15NO

2 unconnected molecules or ions with the total composition C5H15NO in a non-equilibrium geometry (ωB97M-V/def2-TZVPD, the Open Molecules 2025 dataset).

Properties
HOMO energy (spin up / spin down) in eV: 1.29 / -5.45
Multiplicity: 2
Energy relative to the best compared isomer or geometry (same formula, charge and spin) in kcal/mol: 39.7
Kohn-Sham gap (spin up / spin down) in eV: 2.407 / 9.050
Total charge: -1

Cartesian coordinates (Å):
C1 1.409 -0.628 -1.795
N1 1.108 -0.305 -0.424
C2 -1.916 0.437 1.811
C3 -0.440 0.325 1.455
C4 -0.289 -0.037 -0.003
C5 -1.121 -1.265 -0.258
H1 2.527 -0.435 -1.894
H2 1.243 -1.616 -2.186
H3 0.776 0.042 -2.387
H4 1.436 -1.092 0.150
H5 -2.074 -0.630 1.771
H6 -2.078 0.597 2.939
H7 -2.570 1.166 1.246
H8 0.076 -0.511 2.067
H9 0.188 1.168 1.544
H10 -0.823 0.770 -0.743
H11 -1.071 -1.449 -1.331
H12 -2.148 -1.153 0.030
H13 -0.820 -2.245 0.170
H14 1.741 1.718 -0.409
H15 2.479 2.626 -1.362
O1 2.367 2.517 -0.391

***

What did the seventh record say?
# C5H15N3O

3 unconnected molecules or ions with the total composition C5H15N3O in a non-equilibrium geometry (ωB97M-V/def2-TZVPD, the Open Molecules 2025 dataset).

Properties
SMILES: [H]/N=N\C.CC(C)=N.CO
HOMO energy in eV: -8.34
Multiplicity: 1
Energy relative to the best compared isomer or geometry (same formula, charge and spin) in kcal/mol: 89.3
Kohn-Sham gap in eV: 9.244

Cartesian coordinates (Å):
H1 2.093 -1.811 1.806
N1 1.467 -0.995 2.027
N2 0.555 -0.777 1.271
C1 0.112 -1.855 0.225
H2 -0.625 -2.443 0.777
H3 -0.296 -1.494 -0.713
H4 0.989 -2.470 -0.013
C2 -2.807 0.350 0.151
C3 -1.467 0.899 -0.245
C4 -1.183 0.992 -1.714
N3 -0.632 1.425 0.551
H5 -2.912 -0.671 -0.220
H6 -3.602 0.945 -0.305
H7 -2.937 0.347 1.234
H8 -1.712 0.221 -2.267
H9 -1.496 1.971 -2.075
H10 -0.116 0.899 -1.893
H11 -0.865 1.368 1.541
C5 2.949 0.399 -0.034
O1 1.620 0.544 -0.363
H12 3.429 -0.234 -0.790
H13 3.487 1.357 -0.018
H14 3.078 -0.103 0.946
H15 0.870 1.137 0.120

***

Question: The highest multiplicity belongs to which entry?
Answer: number 9

***

What did the second record say?
# C5H15N2OS

2 unconnected molecules or ions with the total composition C5H15N2OS in a non-equilibrium geometry (ωB97M-V/def2-TZVPD, the Open Molecules 2025 dataset).

Properties
HOMO energy in eV: -2.72
Multiplicity: 1
Energy relative to the best compared isomer or geometry (same formula, charge and spin) in kcal/mol: 58.7
Kohn-Sham gap in eV: 6.332
Total charge: -1

Cartesian coordinates (Å):
C1 0.628 2.321 -0.331
C2 0.868 1.718 -1.683
S1 2.007 0.247 -1.632
C3 0.757 1.310 0.895
N1 -0.290 0.200 0.818
C4 0.171 -1.223 0.981
C5 -0.568 -2.263 -0.085
N2 0.313 -2.959 -0.912
H1 1.336 3.181 -0.193
H2 -0.388 2.638 -0.274
H3 1.417 2.361 -2.411
H4 -0.147 1.191 -2.004
H5 1.605 0.792 1.055
H6 0.540 2.067 1.620
H7 -0.707 0.214 -0.125
H8 1.247 -1.493 0.699
H9 -0.024 -1.338 1.963
H10 -1.305 -1.742 -0.723
H11 -1.093 -2.886 0.611
H12 1.017 -3.531 -0.557
H13 0.914 -2.233 -1.506
H14 -3.288 1.080 1.338
H15 -2.044 0.190 1.277
O1 -2.967 0.158 1.181